A molecular structure, C16H62Cl2O21Y, computed with wB97M-V/def2-TZVPD.

Results
**Charge**: +1
**Spin multiplicity**: 1
**Strongest force on any atom**: 4.22 eV/Å

Cartesian coordinates (Å):
Y (10.3249, 12.1964, 10.4923)
Cl (12.3772, 12.8070, 11.9483)
Cl (10.8939, 9.9429, 9.3089)
O (9.5156, 13.8428, 14.5661)
H (9.5219, 13.5299, 15.5466)
H (10.3581, 13.5344, 14.1948)
O (9.8934, 14.4862, 10.5174)
H (9.1714, 14.9238, 11.0308)
H (10.6414, 15.0782, 10.2855)
O (9.0504, 13.2111, 17.2415)
H (8.4071, 12.4659, 17.3077)
H (8.6771, 13.8335, 17.9107)
O (9.5228, 11.1734, 12.6672)
H (10.2088, 11.0075, 13.3626)
H (8.8980, 10.4528, 12.6716)
O (12.0347, 12.7173, 8.7340)
H (12.4931, 11.8513, 8.5741)
H (12.7233, 13.3758, 8.9650)
C (7.8506, 12.9510, 8.3714)
C (7.1782, 12.0098, 9.3004)
O (8.0104, 11.9119, 10.5070)
O (9.2279, 12.5752, 8.2736)
H (7.9001, 13.9432, 8.8914)
H (7.3746, 12.9970, 7.3574)
H (7.0933, 11.0431, 8.8551)
H (6.1943, 12.3819, 9.6276)
H (7.4643, 11.9629, 11.3429)
H (9.2928, 11.7340, 7.7687)
C (15.8107, 15.6836, 12.2844)
C (15.9590, 14.9641, 10.9780)
O (14.6874, 14.3088, 10.7047)
O (15.8023, 14.6927, 13.2774)
H (14.8784, 16.2408, 12.3815)
H (16.6676, 16.4285, 12.3101)
H (16.8057, 14.3151, 11.1728)
H (16.1380, 15.6451, 10.0719)
H (14.6100, 13.5172, 11.2062)
H (15.0225, 14.8309, 13.7921)
C (11.9793, 10.4105, 15.8905)
C (11.5971, 8.9726, 16.0803)
O (10.1914, 8.9363, 16.0628)
O (11.8262, 10.8043, 14.5282)
H (13.0520, 10.5084, 16.1912)
H (11.3807, 10.9904, 16.6362)
H (12.0191, 8.6778, 17.0546)
H (12.1069, 8.4362, 15.2837)
H (9.8115, 8.0395, 15.9336)
H (12.7305, 11.0075, 14.1963)
C (13.3288, 15.2848, 16.9868)
C (13.6235, 13.9155, 16.3926)
O (13.7341, 14.0608, 14.9142)
O (12.1066, 15.8378, 16.5901)
H (14.1234, 15.9352, 16.6430)
H (13.3882, 15.1614, 18.0730)
H (12.8648, 13.2588, 16.6190)
H (14.5455, 13.4404, 16.7150)
H (13.3735, 13.2064, 14.5829)
H (12.0585, 15.8700, 15.6105)
C (12.9895, 16.3727, 8.1468)
C (12.7108, 16.8184, 9.5951)
O (11.9231, 15.9283, 10.3476)
O (13.6006, 15.1056, 7.9569)
H (13.5376, 17.1350, 7.6229)
H (12.0212, 16.3980, 7.5184)
H (12.1350, 17.7632, 9.4972)
H (13.6581, 16.9604, 10.0357)
H (12.5048, 15.2789, 10.7792)
H (14.3395, 15.1456, 8.5606)
C (6.5173, 13.7620, 13.2970)
C (6.7401, 14.9089, 12.3961)
O (8.1424, 15.1825, 12.2439)
O (7.4309, 12.7418, 13.0423)
H (5.5588, 13.3701, 13.2048)
H (6.6457, 13.9533, 14.3536)
H (6.1264, 15.8183, 12.6911)
H (6.4855, 14.5609, 11.3767)
H (8.4017, 15.6759, 13.0544)
H (8.2444, 12.9511, 13.4653)
C (6.8512, 10.7882, 15.5975)
O (7.9287, 10.0345, 15.0737)
H (7.0818, 11.8818, 15.6862)
H (5.9397, 10.5975, 15.0799)
H (6.6250, 10.4795, 16.6305)
H (8.7544, 10.1194, 15.6425)
C (6.9098, 8.0593, 12.7347)
O (7.8885, 8.7611, 11.8731)
H (6.3060, 8.7929, 13.2634)
H (6.2482, 7.3262, 12.3321)
H (7.4238, 7.5171, 13.5385)
H (8.6254, 8.2382, 11.7418)
C (15.7547, 11.3081, 12.9690)
O (15.1077, 10.8737, 14.2492)
H (16.1296, 12.3259, 13.0588)
H (16.4096, 10.5663, 12.5063)
H (14.8813, 11.3061, 12.3073)
H (15.7379, 10.7739, 14.9565)
C (8.4967, 18.3159, 14.4985)
O (9.0383, 16.9497, 14.4397)
H (9.0013, 18.8636, 13.7379)
H (7.4705, 18.3375, 14.3359)
H (8.6494, 18.7007, 15.4943)
H (9.2572, 16.6011, 15.3307)

Atomic forces in eV per Å
0.07 -0.34 -0.24
-0.11 -0.07 0.39
-0.22 0.22 0.24
0.31 -0.88 1.88
-0.07 0.78 -2.02
-0.13 0.13 0.08
-0.55 -1.18 -0.44
0.38 -0.01 0.16
-0.20 0.54 0.08
-1.41 -0.31 1.10
0.77 0.59 -0.22
0.68 -0.40 -0.78
1.92 0.89 -0.19
-0.48 -0.04 -0.50
-0.70 -0.86 0.13
0.52 -0.69 0.46
-0.55 1.03 0.18
-0.22 -0.21 -0.46
0.34 1.43 0.04
-0.41 0.22 1.54
-1.02 0.08 -0.22
0.04 -0.82 -0.46
-0.23 -0.58 -0.91
0.32 0.10 0.97
-0.16 -0.88 -0.09
0.22 -0.20 -0.40
0.80 0.17 -0.50
0.20 0.57 0.35
0.85 1.31 -0.41
-1.42 1.07 -1.02
1.11 1.12 -1.26
1.28 0.13 -0.35
-0.02 0.26 -0.48
-0.68 -0.80 0.67
0.03 -0.60 -0.66
0.00 -0.88 1.41
-0.15 -1.02 0.87
-0.84 -0.34 0.99
0.92 0.08 0.89
0.77 0.47 0.44
-0.80 -1.06 -0.22
0.55 0.67 0.21
-0.72 0.05 -0.25
0.23 0.12 -0.94
-0.30 -0.28 -0.17
-0.35 -0.54 -0.13
0.63 0.84 0.13
-0.80 -0.27 0.00
1.12 -0.73 -0.42
1.45 1.59 -1.92
-1.12 -1.13 1.32
-0.88 -0.13 -0.54
0.48 0.32 0.24
-0.33 0.42 -0.11
-2.06 -1.51 0.37
0.31 0.42 0.42
0.50 1.00 -0.24
0.27 -0.16 0.82
-2.66 0.04 -1.46
-0.97 0.21 -2.14
0.60 -0.35 0.35
-0.47 0.50 0.56
0.78 0.61 0.13
1.13 -0.54 1.20
0.58 -0.39 0.32
1.03 0.44 1.04
0.09 0.04 0.03
0.69 -0.60 0.26
1.46 -0.18 1.64
0.03 0.99 -1.57
-0.91 1.02 1.33
-1.53 -1.48 -1.64
-1.93 -0.62 -0.42
-0.16 0.91 0.45
0.78 -0.96 -0.47
-0.45 0.43 0.36
0.52 -0.11 -0.31
1.56 0.36 0.75
1.13 0.57 1.85
0.89 0.37 0.53
-0.32 -0.66 -0.62
-0.39 0.07 -0.92
0.10 -0.12 0.00
-1.48 -0.29 -0.93
1.62 0.70 1.14
-3.87 1.15 1.22
0.13 0.31 -0.34
-0.25 -0.27 -1.42
0.24 0.23 -0.15
2.26 -1.93 -0.47
-1.91 -0.58 0.77
0.16 0.34 -1.55
0.32 -0.21 0.04
0.39 0.11 0.69
0.16 0.32 -0.02
0.59 0.06 0.11
1.83 -1.69 1.00
-0.42 0.22 0.40
0.41 0.63 -0.35
-1.94 -0.28 -0.52
0.35 0.47 0.15
-0.32 0.49 -0.88

Results of the Löwdin charge analysis, in e, for atoms 1 through 8: Y 1.1104; Cl 0.1405; Cl -0.1092; O -0.0745; H 0.0541; H 0.0289; O -0.1525; H 0.0385

15 unconnected molecules or ions with the total composition C16H62N16O15, computed with wB97M-V/def2-TZVPD.

Results
**Energy above the lowest of the compared OMol25 structures with the same formula, charge and spin**: 4.426 eV
**Spin multiplicity**: 1
**Strongest force on any atom**: 10.96 eV/Å

Cartesian coordinates (Å):
C (2.6125, 3.6653, 3.1584)
C (1.6515, 3.5983, 1.9984)
O (1.8585, 4.6323, 1.0844)
H (2.4695, 4.6613, 3.5544)
H (3.7235, 3.6373, 3.0284)
H (2.4395, 2.9793, 4.0074)
H (0.6455, 3.6283, 2.3794)
H (1.6525, 2.5523, 1.5644)
H (1.4915, 4.3213, 0.2404)
C (-4.4245, -1.3127, -0.9666)
O (-3.1125, -1.1517, -0.5226)
N (-5.3915, -1.8997, -0.3396)
N (-4.7515, -0.7397, -2.0756)
H (-5.1905, -2.4147, 0.5014)
H (-6.2015, -2.1097, -0.9416)
H (-3.8925, -0.3897, -2.5166)
H (-5.2545, -1.2487, -2.7686)
C (-3.4925, 1.9663, -0.0136)
O (-2.7065, 1.2963, 0.9444)
N (-2.9525, 2.8113, -0.8116)
N (-4.7535, 1.7173, -0.1346)
H (-1.9185, 2.7233, -0.8256)
H (-3.5285, 3.4833, -1.4106)
H (-5.0795, 0.9213, 0.4374)
H (-5.3795, 1.8003, -0.9946)
C (4.3795, -0.7747, -1.2766)
O (4.9675, -1.5217, -2.2706)
N (3.4465, -0.0297, -1.6966)
N (4.5695, -0.7297, 0.0094)
H (3.1365, -0.2107, -2.6706)
H (2.7195, 0.2633, -1.0696)
H (5.1885, -1.5627, 0.3634)
H (3.9505, -0.1787, 0.6864)
C (1.6025, -1.3727, -3.6826)
O (1.8975, -2.7207, -3.8126)
N (0.5835, -0.9027, -3.0416)
N (2.3415, -0.6097, -4.3126)
H (-0.0505, -1.4837, -2.4176)
H (0.6405, 0.0593, -2.6406)
H (2.9755, -1.0567, -4.9756)
H (2.0915, 0.3013, -4.5286)
C (0.7065, 2.7593, -1.3276)
O (1.2645, 1.7823, -2.1066)
N (1.0005, 3.9623, -1.4786)
N (-0.1875, 2.6003, -0.4566)
H (1.4725, 4.0923, -2.3426)
H (0.2725, 4.7173, -1.2246)
H (-0.4405, 1.6383, -0.3356)
H (-0.6015, 3.3363, 0.1684)
C (-0.1255, -3.5247, 3.5624)
O (0.0775, -3.2057, 4.8664)
N (-0.3325, -2.6957, 2.5924)
N (-0.0925, -4.7687, 3.2454)
H (-0.3785, -1.6997, 2.7974)
H (-0.3005, -3.0887, 1.6174)
H (-0.1405, -5.5047, 3.9434)
H (-0.2345, -5.2607, 2.3754)
C (-5.4245, -0.0627, 2.6604)
O (-5.9945, 0.4583, 3.8034)
N (-6.0435, -0.1497, 1.4924)
N (-4.1405, -0.1897, 2.5724)
H (-6.9255, 0.2713, 1.4034)
H (-5.8365, -0.8817, 0.7734)
H (-3.8505, -0.0387, 3.5674)
H (-3.6285, 0.3483, 1.7634)
C (-0.5915, -3.3697, -1.2336)
O (-0.2515, -3.4107, 0.0774)
N (-1.1325, -2.3547, -1.8496)
N (-0.1015, -4.2037, -2.1006)
H (-1.6345, -1.6977, -1.3146)
H (-1.3335, -2.4817, -2.8506)
H (0.6245, -4.8837, -1.7656)
H (-0.2135, -4.0257, -3.1726)
C (3.2515, -0.3307, 3.1434)
O (3.3575, 0.7233, 2.2174)
H (2.4955, -1.0387, 2.8064)
H (3.0135, 0.2103, 4.0284)
H (4.2615, -0.7417, 3.1724)
H (3.9475, 1.3793, 2.5224)
C (2.8975, -3.5477, -0.7706)
O (3.3415, -4.1567, -1.9696)
H (2.1415, -4.1467, -0.3066)
H (2.3535, -2.6787, -0.9876)
H (3.7785, -3.2417, -0.1406)
H (2.9015, -3.7767, -2.7286)
C (4.2315, 2.6513, -0.2086)
O (3.7285, 3.6913, -1.0146)
H (3.4425, 1.9323, -0.2426)
H (4.5475, 2.9533, 0.8094)
H (5.1385, 2.3743, -0.6886)
H (2.7695, 3.8113, -1.1066)
C (0.7665, -0.4997, 0.2574)
O (-0.4285, 0.0593, -0.2056)
H (1.1075, -1.1357, -0.4376)
H (0.5665, -1.0137, 1.1684)
H (1.4765, 0.3343, 0.3974)
H (-1.1965, -0.3747, 0.2944)
C (-0.1215, 0.9943, 2.8984)
O (-0.9185, -0.2127, 3.0434)
H (-0.5805, 1.6933, 2.1974)
H (0.8575, 0.9393, 2.5944)
H (-0.1475, 1.4443, 3.8324)
H (-1.7795, 0.0333, 3.4744)
C (-1.6235, 0.9653, -3.3986)
O (-3.0445, 1.1593, -3.0506)
H (-1.0285, 1.8563, -3.5486)
H (-1.5795, 0.2483, -4.2176)
H (-1.2245, 0.5523, -2.4906)
H (-3.1365, 1.8253, -2.3066)

Atomic forces in eV per Å
1.00 0.70 1.13
0.30 -2.61 0.19
-0.20 0.04 -0.47
-0.01 0.40 0.47
-0.89 -0.21 -0.85
-0.48 0.07 -0.63
-0.67 0.41 0.62
0.59 1.13 -0.20
0.70 0.54 0.64
9.03 0.89 2.66
-6.98 -0.83 -1.22
-1.96 -2.69 0.44
0.83 1.51 -3.74
0.08 -0.69 -0.14
0.44 -0.15 1.11
-0.41 0.73 0.02
-0.98 -0.36 -0.19
2.86 -4.48 5.51
-3.31 3.61 -4.45
1.66 3.57 -2.94
-3.91 -1.50 -0.83
-1.09 0.79 -0.54
1.40 -1.35 1.37
-0.18 0.71 0.10
1.88 0.39 1.46
3.78 -5.15 -5.97
-1.27 2.75 5.21
-4.61 2.93 -2.86
2.56 -2.52 4.52
0.86 0.52 1.35
0.02 0.28 -0.15
-1.70 2.57 -0.63
1.33 -1.07 -1.25
-1.25 -10.84 1.02
-2.01 4.90 0.69
-2.17 1.91 2.71
5.26 2.75 -4.57
1.83 0.60 -1.04
0.33 -0.68 -0.79
-0.03 0.17 0.66
-0.55 1.97 -0.19
2.28 -8.12 -4.88
-2.42 4.09 3.52
0.59 8.63 -2.03
-3.97 -0.65 4.05
0.60 0.83 -0.83
1.83 -1.62 -0.72
-0.57 -1.59 1.12
1.23 -1.13 -0.81
1.08 2.86 7.38
-0.99 -0.74 -5.01
0.13 1.00 -2.23
0.01 -6.69 -0.44
-0.09 -0.64 -0.03
-0.38 1.05 1.28
0.35 1.06 0.50
-0.08 1.32 -0.62
-3.46 4.50 6.38
1.91 -3.05 -5.39
-1.32 -1.09 -2.27
3.21 -0.39 1.43
-1.38 0.32 0.38
-0.35 1.45 1.55
0.43 -0.10 -1.42
-0.07 -0.94 1.32
3.54 -0.86 5.75
-2.09 -0.08 -6.01
-2.28 0.83 -1.19
1.48 -3.50 -2.70
-1.30 0.88 0.45
-0.37 0.22 1.06
-1.09 1.03 -0.81
0.89 -0.62 3.00
1.08 0.48 -0.22
-1.55 -0.24 -2.52
0.08 0.04 0.23
-0.47 -0.73 1.47
-0.29 -0.81 0.59
0.98 1.02 0.56
1.41 -0.33 -0.69
0.43 -1.04 0.94
0.05 -0.76 1.04
-0.58 1.73 -0.48
-1.00 -0.76 -0.39
-0.28 0.79 -0.36
-0.75 1.10 0.01
0.40 1.75 -0.82
0.27 -1.13 0.66
-0.68 0.17 -0.19
0.57 -0.96 -0.46
1.30 -0.70 0.95
-0.27 2.54 1.97
-2.88 -1.01 0.57
1.57 -2.45 -2.36
0.39 -0.34 0.64
-0.08 -0.36 0.24
1.18 1.17 -0.92
-3.51 0.19 -0.07
-0.25 1.67 -0.16
-0.38 -0.19 -0.11
2.26 -1.47 -0.60
0.27 1.18 1.86
1.47 -0.36 -0.70
-1.48 -0.25 1.51
0.50 1.19 -0.40
-0.30 0.50 -0.63
0.04 0.32 0.06
0.45 -0.55 0.12
0.62 -1.38 -1.37

Results of the Löwdin charge analysis, in e, for atoms 1 through 8: C -0.0787; C -0.3612; O -0.0524; H 0.0726; H 0.0843; H 0.0835; H 0.0940; H 0.0908

Result set for HOMO: -0.4400, -0.2890 hartree, one per record in the order listed.
Result set for E: -3185.50258, -2651.27283 Ha, one per record in the order listed.
Result set for frontier orbital gap: 10.1, 7.0 eV, one per record in the order listed.